94
Properties=species:S:1:pos:R:3:forces:R:3 method="wB97M-V/def2-TZVPD" lumo_ev=-5.51 orbital_gap_ev=6.73 e_homo_ha=-0.4496 total_charge=+2
Al -1.222582 -1.273897 0.627071 -0.58 -0.18 0.36
C -2.643060 -2.483662 2.906283 0.01 0.24 0.13
N -2.161549 -2.945541 1.588194 0.14 -0.18 -0.09
C -1.023446 -3.883390 1.660288 0.18 -0.11 -0.07
C 0.115996 -3.153042 2.316069 -0.05 0.13 0.05
C 1.117191 -3.774327 3.027099 0.12 -0.02 -0.01
C 2.073221 -2.984404 3.657556 -0.12 0.01 -0.04
C 1.928734 -1.608446 3.623239 -0.07 -0.01 0.14
C 0.870796 -1.058583 2.922371 -0.14 -0.10 0.23
N 0.009524 -1.812456 2.217801 0.36 -0.14 0.08
C -3.280457 -3.510718 0.822412 -0.08 0.13 -0.23
C -3.150358 -3.141595 -0.623382 0.00 -0.03 -0.02
C -3.738349 -3.882764 -1.625867 -0.04 0.00 -0.04
C -3.701883 -3.400479 -2.927864 -0.01 0.07 0.13
C -3.106059 -2.172847 -3.160810 -0.01 -0.03 -0.01
C -2.522956 -1.498900 -2.106115 -0.15 0.08 -0.08
N -2.523633 -1.974244 -0.847365 0.30 0.04 -0.11
C -3.074210 -1.038731 2.784875 -0.06 -0.10 0.01
C -4.026850 -0.485651 3.617204 0.01 0.04 0.01
C -4.368016 0.852480 3.465847 0.12 -0.08 -0.11
C -3.728932 1.601018 2.487662 -0.07 0.04 0.11
C -2.778293 0.991622 1.697625 0.06 0.02 -0.07
N -2.467126 -0.310947 1.826790 0.01 0.21 -0.14
H -3.470277 -3.097466 3.266473 0.01 -0.03 -0.06
H -1.851359 -2.558082 3.651496 0.02 0.01 -0.05
H -1.266954 -4.804845 2.195545 -0.03 0.03 0.02
H -0.748572 -4.151632 0.632700 -0.11 -0.12 0.02
H 1.150873 -4.853082 3.097966 -0.02 -0.01 -0.03
H 2.884212 -3.441855 4.207659 0.02 0.00 -0.01
H 2.615163 -0.961130 4.149787 -0.03 0.02 0.02
H 0.679764 0.000343 2.941047 0.10 0.08 -0.16
H -3.374045 -4.588098 0.972434 0.01 0.02 0.01
H -4.204171 -3.040684 1.169073 0.01 -0.08 0.10
H -4.241768 -4.809872 -1.386971 0.05 -0.03 0.00
H -4.152604 -3.960894 -3.735516 0.01 -0.02 0.00
H -3.079715 -1.742455 -4.151208 0.03 0.04 0.01
H -2.071759 -0.532913 -2.263232 0.17 -0.18 -0.04
H -4.500498 -1.095082 4.375056 0.00 -0.02 -0.02
H -5.122144 1.296856 4.100899 0.00 0.02 0.00
H -3.963316 2.644552 2.334769 0.05 0.01 -0.01
H -2.231246 1.547668 0.945590 -0.02 0.03 -0.06
C 6.836611 0.626147 -1.862208 -0.01 0.00 -0.02
C 5.405457 0.704450 -1.419938 -0.09 -0.03 0.03
C 4.783470 -0.352902 -0.777000 0.03 0.05 -0.02
C 3.463022 -0.286987 -0.347999 -0.01 -0.06 0.11
C 2.941394 -1.535144 0.325831 0.02 0.12 -0.08
C 2.707797 0.875177 -0.580008 -0.02 0.10 0.21
As 0.964528 0.954803 0.358407 -0.22 -0.12 -0.22
N -0.018839 -0.465542 -0.460188 0.12 0.32 0.01
C 0.403420 -0.908726 -1.738315 -0.03 -0.16 -0.21
C 0.435644 -2.275208 -2.043825 0.03 0.20 0.26
C 0.818189 -2.733904 -3.293324 -0.07 -0.10 0.01
C 1.202062 -1.835797 -4.275916 0.04 -0.01 -0.06
C 1.213063 -0.479712 -3.983169 -0.01 0.00 0.02
C 0.818639 -0.021633 -2.736214 -0.12 -0.07 0.06
C 0.000075 2.658645 -0.022207 0.03 -0.13 0.16
C 0.436133 3.676092 0.846639 0.08 -0.11 0.05
C 1.599966 3.482094 1.792148 -0.15 -0.01 -0.07
C -0.212737 4.902816 0.867143 -0.05 0.02 -0.02
C -1.322847 5.157738 0.075582 0.03 -0.01 0.03
C -2.010934 6.491225 0.099067 0.01 -0.01 -0.05
C -1.767773 4.136871 -0.754341 0.05 0.00 0.08
C -1.127644 2.902803 -0.828085 0.05 -0.08 -0.15
C -1.691159 1.915675 -1.820122 0.00 0.20 0.09
C 3.318717 1.950996 -1.254118 -0.19 0.07 -0.15
C 2.615876 3.232534 -1.627320 0.06 -0.09 0.00
C 4.643972 1.841197 -1.654251 0.03 -0.06 0.01
H 7.294216 -0.313192 -1.557807 0.01 0.00 0.00
H 7.417706 1.446146 -1.439413 0.01 0.00 -0.01
H 6.904955 0.702452 -2.948337 0.02 0.00 0.00
H 5.344123 -1.260660 -0.581521 0.01 -0.01 -0.03
H 3.691191 -1.922348 1.016501 -0.01 -0.02 0.01
H 2.754146 -2.302744 -0.427682 -0.05 -0.02 0.02
H 2.020468 -1.365261 0.875203 0.10 -0.05 -0.13
H 0.194711 -2.986107 -1.256381 -0.03 -0.09 -0.01
H 0.829364 -3.798412 -3.491202 0.02 0.01 -0.01
H 1.512520 -2.190976 -5.248772 0.01 0.01 0.00
H 1.539732 0.235061 -4.727207 -0.01 -0.01 -0.02
H 0.831301 1.039156 -2.533398 0.11 -0.01 0.01
H 2.399718 2.879716 1.358674 0.10 0.10 0.04
H 1.263301 2.983616 2.705922 0.06 -0.01 0.01
H 2.013426 4.447682 2.076686 0.07 -0.02 0.00
H 0.158339 5.680375 1.525200 0.01 0.00 0.00
H -1.572158 7.146025 0.848961 -0.04 0.02 0.01
H -3.075482 6.380787 0.308445 0.00 0.02 0.02
H -1.922691 6.980452 -0.872143 0.00 0.02 0.01
H -2.634286 4.308883 -1.383742 0.01 0.01 -0.02
H -2.630738 2.287581 -2.226973 -0.02 -0.01 0.03
H -1.869893 0.951240 -1.350880 0.05 0.10 0.03
H -1.010662 1.764766 -2.657003 -0.08 -0.06 0.01
H 1.547685 3.091287 -1.756725 0.00 0.09 -0.07
H 3.031463 3.617517 -2.557264 -0.01 0.00 -0.01
H 2.764944 4.004577 -0.869623 -0.09 0.01 0.04
H 5.097207 2.676850 -2.176337 -0.02 0.02 0.00


99
Properties=species:S:1:pos:R:3:forces:R:3 method="wB97M-V/def2-TZVPD" lumo_ev="3.81 / 3.81" orbital_gap_ev="4.15 / 4.15" e_homo_ha="-0.0125 / -0.0126" total_charge=-2
Pd -0.853500 -0.689800 0.386800 -0.30 -1.90 -0.98
C 1.835200 -5.098300 0.185000 -0.42 0.46 -0.22
Si 0.194300 -4.108200 0.105700 -0.74 -0.39 0.12
C -0.638700 -4.297700 1.824900 0.31 0.12 -0.63
C -0.906800 -4.934500 -1.223600 0.44 0.11 0.59
N 0.353300 -2.481900 -0.388300 0.03 0.29 1.09
P 1.521000 -1.387600 -0.436000 -0.45 -0.15 -0.76
C 0.658800 0.019000 -0.928700 1.69 0.48 1.56
P 1.292000 1.551400 -0.463400 -0.69 -0.13 -0.99
N 0.180700 2.671400 -0.614600 0.72 0.88 0.40
Si 0.275100 4.295600 -0.135200 -0.37 -0.08 -0.09
C 1.999900 5.148100 -0.188000 -0.43 -0.35 -0.01
C -0.855800 5.267900 -1.334800 0.37 -0.12 0.53
C -0.365900 4.569000 1.651000 0.15 -0.04 -0.58
C 2.140200 1.697600 1.153700 -0.39 0.06 -0.21
C 1.421300 1.205900 2.237700 -0.36 0.04 0.17
C 1.954700 1.256700 3.510800 0.05 0.11 0.12
C 3.214600 1.798900 3.711200 0.04 0.10 0.07
C 3.908300 2.342800 2.643100 0.23 0.12 0.12
C 3.370200 2.304200 1.369200 -0.08 0.01 -0.10
C 2.613800 1.887200 -1.678900 0.01 0.04 -0.15
C 3.905700 1.378700 -1.627000 -0.23 0.03 0.13
C 4.793300 1.621700 -2.655800 0.33 -0.02 -0.14
C 4.400400 2.358200 -3.763200 0.12 -0.05 -0.04
C 3.097300 2.826500 -3.847500 0.22 0.02 -0.19
C 2.213900 2.585800 -2.815300 0.03 0.06 0.08
C 2.734500 -1.997200 -1.668200 0.00 0.05 -0.21
C 3.817800 -2.852900 -1.478600 -0.21 0.25 0.17
C 4.521700 -3.334700 -2.567300 0.24 -0.16 -0.08
C 4.151900 -2.985900 -3.856700 0.00 -0.04 -0.03
C 3.067000 -2.143400 -4.055200 0.22 -0.15 -0.23
C 2.366400 -1.663800 -2.968700 -0.05 0.23 -0.02
C 2.472300 -1.451000 1.124700 -0.20 0.06 0.00
C 1.743100 -1.764300 2.268700 -0.18 -0.32 -0.04
C 2.381200 -1.894500 3.487700 0.04 -0.12 0.17
C 3.745100 -1.657500 3.584900 -0.01 -0.13 0.07
C 4.465900 -1.293300 2.459700 0.20 -0.01 0.16
C 3.833000 -1.192900 1.235100 -0.16 -0.02 -0.10
H 1.650100 -6.110600 0.537100 -0.09 -0.16 0.09
H 2.538000 -4.618400 0.860300 0.14 0.08 0.22
H 2.305600 -5.154200 -0.792600 0.09 -0.05 -0.21
H -1.139200 -5.256000 1.946800 -0.03 -0.26 -0.09
H -1.395100 -3.516700 1.911500 -0.14 0.14 -0.04
H 0.061200 -4.185800 2.651300 0.23 -0.01 0.07
H -0.874400 -6.017000 -1.140300 -0.06 -0.33 0.05
H -0.584100 -4.665500 -2.225200 0.16 0.14 -0.13
H -1.935600 -4.607500 -1.115400 -0.23 0.12 0.07
H 2.589300 4.740800 -1.005100 0.12 -0.04 -0.21
H 2.547100 4.954600 0.731000 0.08 -0.03 0.19
H 1.937000 6.225900 -0.323800 -0.12 0.19 0.00
H -0.436300 5.299600 -2.335600 0.18 -0.05 -0.22
H -1.004300 6.292000 -1.004100 -0.03 0.30 0.08
H -1.828900 4.796000 -1.408800 -0.25 -0.20 0.03
H 0.351200 4.196500 2.377800 0.22 -0.10 0.10
H -1.287300 4.016000 1.804600 -0.25 -0.12 -0.03
H -0.556100 5.617700 1.868200 -0.01 0.24 0.03
H 0.434400 0.760900 2.057800 0.38 0.15 0.09
H 1.410500 0.849800 4.352000 -0.09 -0.05 0.02
H 3.655700 1.793100 4.699700 0.01 0.05 0.06
H 4.880400 2.796100 2.799700 0.03 0.01 0.03
H 3.899500 2.752800 0.539800 0.08 -0.01 0.00
H 4.215100 0.797900 -0.769100 0.06 -0.02 0.02
H 5.802300 1.233900 -2.589200 0.06 -0.02 -0.05
H 5.109400 2.557900 -4.556800 0.01 -0.01 -0.06
H 2.785000 3.384700 -4.720800 -0.07 0.03 -0.04
H 1.195500 2.943900 -2.856000 -0.11 0.06 0.00
H 4.107200 -3.149100 -0.479900 0.01 -0.04 0.04
H 5.368600 -3.992500 -2.408300 0.00 -0.04 0.00
H 4.698900 -3.388300 -4.700000 0.04 0.04 -0.06
H 2.778300 -1.866500 -5.060800 -0.06 0.02 -0.03
H 1.511700 -1.007800 -3.091600 -0.02 0.04 -0.05
H 0.660700 -1.904700 2.173400 0.36 -0.05 0.12
H 1.820600 -2.175300 4.373300 -0.04 0.05 -0.05
H 4.244900 -1.755900 4.539700 0.04 0.01 0.07
H 5.529200 -1.097400 2.533900 0.01 0.03 0.02
H 4.402000 -0.925100 0.356100 0.06 -0.01 -0.04
I -4.539000 2.053400 -2.518300 0.14 -0.22 0.40
C -3.787200 1.578700 -0.593700 -1.31 0.54 -0.29
C -4.646200 1.588800 0.504400 1.03 -0.21 0.18
C -4.040400 1.413900 1.750900 -0.75 0.33 -0.31
C -2.688900 1.179000 1.831800 1.00 -0.20 -0.65
N -1.880200 1.102500 0.744400 -1.73 0.08 0.26
C -2.445900 1.358900 -0.463200 1.11 -0.04 0.47
H -5.711200 1.737900 0.408200 -0.01 0.00 -0.06
H -4.638100 1.453100 2.650700 0.02 -0.08 0.05
H -2.200500 1.062600 2.796500 -0.09 -0.27 -0.21
H -1.760200 1.414000 -1.308200 -0.14 -0.17 0.31
Cl -2.184000 -1.518300 -1.930300 -0.40 -0.13 -0.63
C -3.643400 -1.865500 -1.041900 -0.53 -0.09 -0.34
C -4.792400 -2.127700 -1.739200 0.23 0.24 -0.11
C -5.994200 -2.365800 -1.079600 -0.45 -0.08 -0.18
C -5.997300 -2.349000 0.308900 0.07 -0.09 0.00
C -4.832800 -2.139300 0.999700 -0.46 -0.03 0.06
Cl -4.920300 -2.118600 2.739100 0.02 -0.01 0.47
C -3.546200 -1.888400 0.405200 0.87 0.10 -0.40
N -2.460700 -1.746600 1.082000 0.59 0.94 1.32
H -4.750900 -2.114900 -2.819100 -0.02 -0.01 -0.14
H -6.906900 -2.536200 -1.629200 -0.10 -0.04 -0.10
H -6.917500 -2.505100 0.857000 -0.04 -0.02 0.07